(1)
Below is C3H4N2O4 in the gas phase in a non-equilibrium geometry, with properties calculated with ωB97M-V with the def2-TZVPD basis set.

Output
ΔE to the lowest compared entry with this formula, charge and spin ... 0.116 eV
M ... 132.08 g mol⁻¹
HOMO energy ... -10.54 eV
Energy ... -527.22705 hartree
SMILES string ... O=C1NC(=O)C(O)(O)N1

Structure (XYZ):
```
13
Properties=species:S:1:pos:R:3:mulliken_charge:R:1
C -0.13059 1.12092 0.02517 -0.005
C 1.67071 -0.28458 -0.05283 0.208
C -0.69970 -0.29817 0.04294 0.990
N 1.22400 1.01934 0.04637 -0.030
N 0.54213 -1.08346 0.00637 -0.127
O -0.75217 2.11269 -0.14098 -0.564
O 2.82844 -0.60089 -0.08116 -0.572
O -1.30584 -0.44820 1.22422 -0.507
O -1.59406 -0.54776 -1.16826 -0.550
H 1.73221 1.91309 0.17703 0.252
H 0.55451 -2.10778 0.10010 0.211
H -2.07150 -1.07961 1.28202 0.361
H -1.99814 0.28442 -1.46097 0.333
```

=====

(2)
Below is C3H4N2O5S2 in the gas phase in a non-equilibrium geometry, with properties calculated with ωB97M-V with the def2-TZVPD basis set.

Output
ΔE to the lowest compared entry with this formula, charge and spin ... 3.837 eV
M ... 212.21 g mol⁻¹
HOMO energy (spin up / spin down) ... -10.96 / -10.96 eV
Energy ... -1398.54991 hartree
SMILES string ... C[C@]1(C#N)OS(=O)(=O)[S@](=N)(=O)O1

Structure (XYZ):
```
16
Properties=species:S:1:pos:R:3:mulliken_charge:R:1
C 0.57195 2.27796 0.43765 -0.098
C 0.60317 0.90009 -0.06364 1.247
C -0.72328 0.52663 -0.71800 -1.260
N 0.50179 3.35826 0.79458 -0.391
N 1.98021 -2.13731 1.82961 -0.604
O 0.75756 -2.04385 -0.91442 -0.572
O 3.86017 -0.19592 -1.36793 -0.524
O 3.41857 1.03909 0.71653 -0.495
O 0.85686 0.05826 1.05654 -0.334
O 1.63597 0.77196 -1.00887 -0.246
S 1.68940 -1.26446 0.66014 0.869
S 2.96712 0.18944 -0.33948 1.030
H -0.85464 1.10561 -1.62830 0.374
H -1.54141 0.71367 -0.03045 0.362
H -0.66646 -0.53528 -0.96299 0.340
H 2.01340 -1.77100 2.76337 0.302
```

=====

(3)
Below is 2 unconnected molecules or ions with the total composition C3H4N2O7 in a non-equilibrium geometry, with properties calculated with ωB97M-V with the def2-TZVPD basis set.

Output
ΔE to the lowest compared entry with this formula, charge and spin ... 0.355 eV
M ... 180.07 g mol⁻¹
HOMO energy ... -9.56 eV
Energy ... -752.66735 hartree
SMILES string ... O=C(CO)O[N+](=O)[O-].O=C=NO

Structure (XYZ):
```
16
Properties=species:S:1:pos:R:3:mulliken_charge:R:1
C -0.12311 -0.65726 -0.48352 0.575
C 1.10038 2.10760 1.42976 0.577
C -0.06002 -1.12519 -1.95692 -0.246
N -1.81439 0.25664 1.15452 1.122
N 2.23774 1.84093 1.59986 -0.163
O -2.81373 0.82072 1.00564 -0.470
O 0.11882 2.65577 1.16258 -0.437
O -1.02877 0.04489 2.01004 -0.400
O 2.91710 0.67135 1.63189 -0.324
O -1.35865 -0.41999 -0.20034 -0.430
O 0.86186 -0.43698 0.15863 -0.543
O -1.10825 -1.96005 -2.23286 -0.535
H 0.83264 -1.70272 -2.28117 0.284
H -0.07460 -0.23430 -2.61038 0.213
H 2.24760 -0.02214 1.44183 0.441
H -1.93463 -1.83928 -1.82957 0.337
```

=====

(4)
Below is C3H4N2OS in the gas phase in a non-equilibrium geometry, with properties calculated with ωB97M-V with the def2-TZVPD basis set.

Output
ΔE to the lowest compared entry with this formula, charge and spin ... 1.561 eV
M ... 116.14 g mol⁻¹
HOMO energy ... -8.60 eV
Energy ... -699.61477 hartree
SMILES string ... O=C/N=C/NC=S

Structure (XYZ):
```
11
Properties=species:S:1:pos:R:3:mulliken_charge:R:1
C 2.12591 0.32250 -0.08340 -0.131
C -0.32346 0.34996 0.02109 0.021
C -2.03456 -1.13442 -0.02512 0.121
H 2.94793 1.11569 0.08461 0.249
H 0.86888 1.99539 0.04827 0.310
H -1.21351 1.09857 0.18208 0.254
H -2.23566 -2.23035 0.03707 0.366
N 0.92324 0.94959 -0.09518 -0.104
N -0.62312 -0.87391 -0.11334 -0.402
O -2.90202 -0.32339 -0.03999 -0.467
S 2.46638 -1.26964 -0.01609 -0.217
```

=====

(5)
Below is C3H4N2OS in the gas phase in a non-equilibrium geometry, with properties calculated with ωB97M-V with the def2-TZVPD basis set.

Output
ΔE to the lowest compared entry with this formula, charge and spin ... 1.173 eV
M ... 116.14 g mol⁻¹
HOMO energy ... -9.48 eV
Energy ... -699.62904 hartree
SMILES string ... [H]/N=C\N(C=O)C=S

Structure (XYZ):
```
11
Properties=species:S:1:pos:R:3:mulliken_charge:R:1
C 1.18699 -0.48332 0.06343 0.213
C -0.01787 1.61989 -0.03920 0.086
C -1.26390 -0.47513 0.08674 -0.075
H 0.57618 -2.26057 -0.40436 0.214
H 2.00199 0.21351 0.31312 0.380
H -0.98078 2.09720 -0.02181 0.316
H -1.10492 -1.53163 0.29038 0.211
N 1.40157 -1.72289 -0.13934 -0.614
N -0.07202 0.20293 0.01076 0.052
O 1.03586 2.22078 -0.09031 -0.491
S -2.76310 0.11922 -0.06942 -0.292
```

=====

(6)
Below is C3H4N2OS in the gas phase in a non-equilibrium geometry, with properties calculated with ωB97M-V with the def2-TZVPD basis set.

Output
ΔE to the lowest compared entry with this formula, charge and spin ... 3.447 eV
M ... 116.14 g mol⁻¹
HOMO energy ... -7.69 eV
Energy ... -699.54547 hartree
SMILES string ... Nc1c[nH]oc1=S

Structure (XYZ):
```
11
Properties=species:S:1:pos:R:3:mulliken_charge:R:1
C -0.23052 0.41650 -0.01124 0.483
C 1.10919 -0.01257 0.04353 -0.452
C -0.95469 -0.80211 -0.15563 0.143
H -0.05387 2.47111 -0.08538 0.270
H -1.71886 1.93421 0.26452 0.280
H 2.04253 0.58350 0.41114 0.288
H 1.89524 -2.08516 0.14746 0.288
N -0.73420 1.63760 -0.25086 -0.554
N 1.23885 -1.34639 -0.24173 -0.110
O -0.03883 -1.86359 -0.07837 -0.258
S -2.55484 -0.93311 -0.04345 -0.378
```

=====

(7)
Below is C3H4N2OS2 in the gas phase in a non-equilibrium geometry, with properties calculated with ωB97M-V with the def2-TZVPD basis set.

Output
ΔE to the lowest compared entry with this formula, charge and spin ... 1.821 eV
M ... 148.21 g mol⁻¹
HOMO energy ... -9.64 eV
Energy ... -1097.78760 hartree
SMILES string ... [H]/N=C\NSC(=S)C=O

Structure (XYZ):
```
12
Properties=species:S:1:pos:R:3:mulliken_charge:R:1
C -1.35237 0.92538 1.19273 0.146
C 1.09494 -0.63298 -0.66183 0.287
C 2.43677 -0.63225 -1.23471 -0.046
H -2.91422 -0.06091 1.55880 0.198
H -0.53461 1.56182 1.49575 0.373
H -1.86195 -0.08143 -0.52357 0.275
H 3.03953 -1.55101 -1.07715 0.332
N -2.27611 0.63969 2.02136 -0.618
N -1.23182 0.62250 -0.11531 -0.344
O 2.81904 0.23613 -1.92714 -0.410
S 0.22366 0.82913 -1.00013 0.007
S 0.55715 -1.85608 0.27120 -0.198
```

=====

(8)
Below is 2 unconnected molecules or ions with the total composition C3H4N2S in a non-equilibrium geometry, with properties calculated with ωB97M-V with the def2-TZVPD basis set.

Output
ΔE to the lowest compared entry with this formula, charge and spin ... 5.091 eV
M ... 100.15 g mol⁻¹
HOMO energy (spin up / spin down) ... -8.13 / -8.13 eV
Energy ... -624.23871 hartree
SMILES string ... [S-][N+]1=CC1.C#N

Structure (XYZ):
```
10
Properties=species:S:1:pos:R:3:mulliken_charge:R:1
C -1.70495 2.34392 -0.03882 0.106
C 0.70800 -1.11853 -0.21592 -0.240
C 0.38968 -0.09559 0.87938 -0.172
N -0.61048 2.17035 0.26200 -0.409
N -0.51437 -0.80769 0.27386 0.020
S -2.09977 -1.15280 -0.02137 -0.321
H -2.74554 2.50284 -0.37448 0.274
H 1.00688 -0.79722 -1.29501 0.200
H 1.19163 -2.14419 0.16107 0.200
H 0.54226 0.22320 1.85779 0.342
```